1.
21
Properties=species:S:1:pos:R:3:nbo_charge:R:1 method="wB97M-V/def2-TZVPD" gap_ev="11.52 / 6.37" lumo_energy_ev="-8.23 / -13.36" spin_multiplicity=2 total_charge=+2 e_homo_ev="-19.75 / -19.73" s_squared=0.76 e_above_lowest_ev=2.2204
C 0.35881 -0.77822 -2.45643 -0.6523
C 0.59458 0.67340 -2.13824 -0.2154
N 1.50268 0.84124 -0.93064 -0.7045
H -0.24581 -0.85515 -3.36120 0.2760
H 1.27963 -1.33091 -2.65248 0.2417
H -0.17428 -1.32293 -1.67484 0.2118
H 1.06050 1.21825 -2.96093 0.2484
H -0.32354 1.20639 -1.87921 0.2067
H 0.99367 0.44270 -0.07272 0.4506
H 1.77427 1.81918 -0.83388 0.4458
H 2.36202 0.30977 -1.09019 0.4397
C 0.36346 -0.98600 2.17207 -0.4514
N -2.19864 0.10833 2.42603 -0.3454
C -1.31744 0.36802 1.31210 0.2157
N -0.14021 -0.00920 1.16179 -0.3105
H 1.39624 -1.24083 1.95899 0.2574
H -0.26662 -1.87278 2.11358 0.2501
H 0.25515 -0.48403 3.14326 0.2557
H -2.30777 0.91510 3.06557 0.4503
H -3.14691 -0.09805 2.07085 0.4377
H -1.81979 1.07572 0.62650 0.2922

***

2.
94
Properties=species:S:1:pos:R:3:lowdin_charge:R:1 method="wB97M-V/def2-TZVPD" gap_ev=4.88 lumo_energy_ev=-16.34 spin_multiplicity=1 total_charge=+4 e_homo_ev=-21.22 e_above_lowest_ev=0.0000
Zr 0.09050 -0.28689 -0.43356 1.1198
C 1.09610 0.16491 -2.27861 -0.1771
O 1.65642 0.41462 -3.28056 0.2212
C 0.86297 2.02237 -0.65065 -0.1640
O 1.40914 3.00556 -0.95694 0.1833
P -1.72575 1.42328 -1.66958 1.0537
C -3.02458 2.31330 -0.66162 -0.5174
H -3.73323 2.66247 -1.41835 0.1007
C -1.33135 2.66654 -3.00745 -0.4893
H -0.42487 3.14754 -2.61515 0.0864
C -2.73388 0.12226 -2.55533 -0.5152
H -3.05662 -0.52127 -1.71982 0.0899
C 3.25452 -2.13438 0.00429 -0.5312
P 2.70852 -0.40541 0.46282 1.0473
H 3.89391 -0.42300 2.55350 0.1316
H 2.42389 -2.74283 0.39584 0.0899
C 4.29145 0.49333 0.03402 -0.4826
H 5.09186 -0.22024 0.30483 0.1220
C -0.99886 2.06414 -4.36883 -0.0732
H -1.84980 1.53466 -4.80802 0.0778
H -0.13159 1.40389 -4.34832 0.0547
H -0.75861 2.89132 -5.04960 0.1196
C -2.39643 3.74319 -3.21776 -0.0608
H -2.00488 4.46782 -3.94430 0.1203
H -2.65561 4.28647 -2.30566 0.0724
H -3.30082 3.30211 -3.65210 0.0920
C -3.97683 0.70418 -3.23099 -0.0626
H -4.57350 1.32778 -2.55782 0.0818
H -4.61121 -0.13662 -3.54544 0.1204
H -3.73333 1.27746 -4.13248 0.0838
C -1.91502 -0.75231 -3.51332 -0.0953
H -2.08801 -1.81473 -3.30041 0.0807
H -0.83263 -0.58674 -3.44237 0.0284
H -2.19121 -0.57767 -4.56288 0.1128
C -3.78159 1.37355 0.25807 -0.0891
H -4.34081 0.61053 -0.28793 0.0864
H -4.51306 1.94450 0.84581 0.1208
H -3.13654 0.85516 0.97199 0.0232
C -2.51419 3.54344 0.08974 -0.0857
H -2.09237 3.27476 1.06459 0.0474
H -3.35664 4.22998 0.28095 0.1242
H -1.76099 4.11365 -0.46162 0.0787
C 4.56359 -2.61129 0.65738 -0.0629
H 4.64877 -2.34911 1.71789 0.0826
H 5.44025 -2.21941 0.12176 0.0995
H 4.59991 -3.70924 0.57759 0.1203
C 3.30865 -2.33777 -1.50673 -0.1026
H 4.32054 -2.19092 -1.90637 0.1062
C 2.16030 0.78613 2.97744 -0.1088
H 2.63762 -1.67996 -2.06877 0.0309
H 3.00571 -3.36608 -1.74216 0.0924
C 2.18728 -1.70687 2.88639 -0.1001
H 1.08189 0.63192 3.12247 0.0248
H 2.58535 0.95603 3.97725 0.1241
H 2.30194 1.70821 2.40803 0.0573
C 2.81426 -0.43719 2.33184 -0.5111
H 2.34350 -1.75555 3.96950 0.1223
H 2.60839 -2.61015 2.44963 0.0760
H 1.10329 -1.75183 2.71572 0.0209
C 4.50035 1.79838 0.81032 -0.0759
H 3.71935 2.53581 0.56853 0.0776
H 5.47198 2.22348 0.51645 0.1173
H 4.52984 1.63962 1.89331 0.0794
C 4.35800 0.77963 -1.46527 -0.0892
H 4.26007 -0.11448 -2.08261 0.0593
H 5.33767 1.22130 -1.69819 0.1202
H 3.58427 1.49296 -1.77802 0.0630
H 0.13049 2.40189 2.24272 0.1103
H -0.53364 2.32762 1.87521 0.0687
C -2.82776 1.32305 4.60970 -0.0175
C -1.66700 0.76610 3.83711 -0.2757
O -2.16604 -0.06734 2.73810 -0.2976
P -1.07550 -0.78942 1.72425 1.1542
O -0.91194 -2.31556 2.21969 -0.2971
C -1.76953 -3.07530 3.11573 -0.1912
C -1.08363 -3.27977 4.43511 -0.0233
O -0.55447 -2.01534 -0.92628 -0.4296
C -0.96541 -3.34881 -1.20657 -0.2555
C -0.04643 -3.88379 -2.28336 -0.0240
H -3.51397 1.82331 3.91923 0.0975
H -2.47702 2.06074 5.33872 0.1199
H -3.34028 0.52179 5.15216 0.1059
H -1.10872 1.58624 3.39910 0.0352
H -0.97184 0.18318 4.45435 0.1267
H -2.74242 -2.58648 3.20451 0.1352
H -1.89247 -4.00300 2.55120 0.1509
H -0.88644 -2.35384 4.99791 0.0939
H -1.73823 -3.90704 5.05181 0.1232
H -0.14092 -3.81057 4.26858 0.1019
H -0.92796 -3.94335 -0.28030 0.1319
H -2.01419 -3.33606 -1.54737 0.1358
H 1.00834 -3.80642 -1.98830 0.0627
H -0.31001 -4.92611 -2.46557 0.1163
H -0.18026 -3.26200 -3.17972 0.0901

***

3.
14
Properties=species:S:1:pos:R:3:nbo_charge:R:1 method="wB97M-V/def2-TZVPD" gap_ev=7.98 lumo_energy_ev=-1.57 spin_multiplicity=1 total_charge=0 e_homo_ev=-9.56 e_above_lowest_ev=3.8386
O 0.68306 2.41237 -1.85993 -0.5166
C 0.84805 1.24048 -1.50636 0.4424
C 0.10996 0.56851 -0.37230 -0.5384
C -0.76216 -0.59392 -0.87448 -0.5327
S -1.73700 -1.25165 0.51490 -0.0128
H 1.63343 0.59382 -2.06317 0.1030
H 0.84299 0.15793 0.29893 0.2466
H -0.45844 1.29302 0.17056 0.2379
H -0.14860 -1.33729 -1.36727 0.2104
H -1.52212 -0.23284 -1.66925 0.2205
H 0.11529 -1.89076 0.60407 0.1568
H 0.27813 -0.16943 3.50966 0.4763
H -0.34273 -0.59181 2.13634 0.4760
O 0.46013 -0.19842 2.47829 -0.9693